Arrangement i

Entry from the Open Molecules 2025 dataset: a cluster of 2 separate species, C4H11N2 in total (ωB97M-V with the def2-TZVPD basis set).

Structure (ORCA input):
```
! RIJCOSX wB97M-V def2-TZVPD def2/J DEFGRID3
* xyz 1 1
C 1.995 -1.068 0.030
C 0.342 0.125 -1.280
C 1.157 0.000 -0.172
C 1.051 1.017 0.928
N -2.174 -0.716 0.458
N -0.593 1.036 -1.293
H 2.511 -1.154 1.085
H 2.345 -1.791 -0.764
H 0.222 -0.596 -2.171
H 1.921 1.604 0.953
H 0.869 0.577 1.929
H 0.146 1.653 0.750
H -2.530 -0.865 -0.538
H -1.866 -1.626 0.836
H -1.376 1.065 -2.015
H -0.593 1.820 -0.692
H -2.966 -0.363 0.990
*
```

---

Arrangement ii

Entry from the Open Molecules 2025 dataset: a cluster of 2 separate species, C4H11N2 in total (ωB97M-V with the def2-TZVPD basis set).

Structure (ORCA input):
```
! RIJCOSX wB97M-V def2-TZVPD def2/J DEFGRID3
* xyz 1 1
C 0.168 -1.928 0.023
C -2.124 1.912 0.796
C 2.599 0.753 -0.631
C 1.017 -0.914 0.160
N -0.579 -2.973 0.116
N 1.544 -0.188 -0.878
H -1.472 1.158 1.248
H -2.501 1.352 -0.066
H -2.897 2.294 1.418
H -1.602 2.796 0.537
H 2.182 1.590 0.041
H 3.588 0.250 -0.335
H 2.712 1.394 -1.635
H 1.289 -0.538 1.175
H -1.529 -2.972 0.197
H 1.728 -0.557 -1.810
H -0.234 -3.988 0.190
*
```

---

arrangement i ends up most stable, edging out the next structure by 160.6 kJ/mol.

---

Arrangement i

Entry from the Open Molecules 2025 dataset: a cluster of 2 separate species, C4H11N2 in total (ωB97M-V with the def2-TZVPD basis set).

Structure (ORCA input):
```
! RIJCOSX wB97M-V def2-TZVPD def2/J DEFGRID3
* xyz 1 1
C -1.980 1.125 1.249
N -1.047 0.160 1.684
H -2.243 1.185 0.190
H -2.895 1.037 1.773
H -1.147 1.639 1.619
H -0.187 0.120 1.078
C -0.195 -1.721 -0.568
C 0.177 -0.403 -1.223
C 2.275 0.578 -0.723
N 1.057 0.364 -0.336
H -0.844 -2.352 -1.233
H 0.711 -2.254 -0.343
H -0.678 -1.535 0.421
H -0.745 0.178 -1.412
H 0.679 -0.567 -2.221
H 2.688 0.263 -1.689
H 2.931 1.146 -0.033
*
```

---

Arrangement ii

Entry from the Open Molecules 2025 dataset: a cluster of 2 separate species, C4H11N2 in total (ωB97M-V with the def2-TZVPD basis set).

Structure (ORCA input):
```
! RIJCOSX wB97M-V def2-TZVPD def2/J DEFGRID3
* xyz 1 1
C -0.887 -1.050 -1.800
C 0.129 -1.368 -0.696
C 0.542 -0.051 -0.044
C 0.374 0.100 1.380
N 0.745 1.312 1.904
N 1.123 0.827 -0.775
H -1.816 -0.625 -1.425
H -0.388 -0.248 -2.357
H -1.095 -1.851 -2.504
H -0.201 -1.998 0.137
H 1.030 -1.822 -1.110
H -0.257 -0.489 2.048
H 0.120 1.814 2.521
H -1.357 0.945 0.351
H 1.672 1.225 2.329
H 1.400 1.636 -0.202
H -1.135 1.644 0.244
*
```

---

Arrangement iii

Entry from the Open Molecules 2025 dataset: the ion C4H11N2 with charge +1 (ωB97M-V with the def2-TZVPD basis set).

* SMILES: CN[C@@H](C)C=[NH2+]

Structure (ORCA input):
```
! RIJCOSX wB97M-V def2-TZVPD def2/J DEFGRID3
* xyz 1 1
C -1.951 0.078 0.202
C 0.059 1.835 -0.203
C 1.419 -1.438 0.187
C -0.257 0.528 0.336
N -1.955 -1.112 -0.110
N 0.361 -0.541 -0.377
H -2.654 0.840 0.442
H 0.049 1.774 -1.290
H -0.570 2.595 0.105
H 1.104 2.136 0.077
H 0.845 -1.863 1.053
H 1.795 -2.086 -0.644
H 2.322 -0.861 0.489
H -0.149 0.295 1.448
H -2.814 -1.753 -0.270
H 0.619 -0.227 -1.264
H -0.964 -1.336 -0.383
*
```

---

arrangement iii ends up most stable, edging out the next structure by 287.1 kJ/mol.

---

Arrangement i

Entry from the Open Molecules 2025 dataset: a cluster of 2 separate species, C4H11N2 in total (ωB97M-V with the def2-TZVPD basis set).

Structure (ORCA input):
```
! RIJCOSX wB97M-V def2-TZVPD def2/J DEFGRID3
* xyz 1 1
C -0.900 1.393 1.695
C 0.217 0.877 0.743
C 0.568 -1.152 -1.882
C 0.811 -1.749 0.293
N -0.799 1.941 0.352
N 0.039 -1.749 -0.748
H -1.803 0.754 1.766
H -0.599 2.029 2.499
H 1.150 1.495 0.883
H 1.689 -1.189 -1.666
H 0.079 -1.393 -2.843
H 0.452 -0.047 -1.784
H 0.626 -2.224 1.290
H 1.717 -1.254 0.327
H -0.759 2.972 0.218
H -1.698 1.594 -0.366
H -0.789 -2.297 -0.777
*
```

---

Arrangement ii

Entry from the Open Molecules 2025 dataset: the ion C4H11N2 with charge +1 (ωB97M-V with the def2-TZVPD basis set).

* SMILES: C=C([NH3+])CCN

Structure (ORCA input):
```
! RIJCOSX wB97M-V def2-TZVPD def2/J DEFGRID3
* xyz 1 1
C -0.991 -0.755 -0.678
C -0.246 0.540 -0.510
C 0.680 0.326 0.512
C 1.732 -0.373 0.931
N 0.244 1.202 1.693
N -0.837 -1.119 -2.134
H -0.520 -1.570 -0.096
H -2.010 -0.638 -0.409
H -0.867 1.486 -0.315
H 0.133 0.807 -1.554
H 2.195 -1.011 0.107
H 2.368 -0.335 1.755
H 0.883 0.912 2.500
H -0.828 1.085 1.787
H 0.594 2.273 1.451
H -0.916 -2.090 -2.376
H -1.614 -0.741 -2.662
*
```

---

arrangement ii ends up most stable, edging out the next structure by 245.1 kJ/mol.

---

Arrangement i

Entry from the Open Molecules 2025 dataset: an isolated molecule of C4H7N (ωB97M-V with the def2-TZVPD basis set).

* SMILES: C=NC(=C)C

Structure (ORCA input):
```
! RIJCOSX wB97M-V def2-TZVPD def2/J DEFGRID3
* xyz 0 1
C 0.053 -1.686 -0.076
C -0.178 -0.179 0.145
C -1.439 0.454 0.123
C 1.303 1.665 -0.223
N 1.115 0.486 0.398
H 0.465 -2.030 0.840
H -0.868 -2.233 -0.102
H 0.655 -1.900 -0.941
H -1.599 1.326 0.647
H -2.296 -0.278 -0.028
H 1.406 1.785 -1.244
H 1.383 2.591 0.460
*
```

---

Arrangement ii

Entry from the Open Molecules 2025 dataset: an isolated molecule of C4H7N (ωB97M-V with the def2-TZVPD basis set).

* SMILES: CC[C@@H]1C=N1

Structure (ORCA input):
```
! RIJCOSX wB97M-V def2-TZVPD def2/J DEFGRID3
* xyz 0 1
C -1.436 -0.944 -1.546
C -0.432 -0.060 -1.010
C 1.175 0.732 1.123
C -0.152 0.060 0.811
N -0.232 -1.337 -1.687
H -2.401 -1.197 -1.651
H -0.043 0.726 -1.622
H 2.031 0.112 0.640
H 1.262 0.513 2.149
H 1.336 1.745 0.660
H -1.073 0.629 1.152
H -0.035 -0.980 0.982
*
```

---

Arrangement iii

Entry from the Open Molecules 2025 dataset: a cluster of 2 separate species, C4H7N in total (ωB97M-V with the def2-TZVPD basis set).

Structure (ORCA input):
```
! RIJCOSX wB97M-V def2-TZVPD def2/J DEFGRID3
* xyz 0 1
C 1.940 -0.871 -0.098
C -1.082 -0.802 -0.126
C 0.051 0.012 -0.195
C 0.249 1.410 -0.100
N -2.233 -0.310 -0.109
H 2.529 -0.180 0.354
H 1.510 -1.823 0.260
H -0.960 -1.902 0.012
H -0.527 1.913 -0.581
H 0.273 1.714 0.942
H 1.218 1.738 -0.643
H -2.969 -0.899 0.283
*
```

---

arrangement i ends up most stable, edging out the next structure by 8.0 kJ/mol.